No. 1
Density functional theory data (wB97M-V/def2-TZVPD) for C26H28ClFN4O5SY as an isolated structure in a non-equilibrium geometry.

The value obtained for the LUMO energy is 2.512 eV. The value obtained for the HOMO energy is -0.1613 Ha. The calculation puts the maximum force at 3.4 eV/A. The net charge is -1.

The geometry in XYZ format:
```
67
Properties=species:S:1:pos:R:3:forces:R:3:mulliken_charge:R:1
Y 0.768 -0.371 -1.467 0.775 0.463 1.939 0.671
N 4.571 -0.518 -4.299 0.785 -0.807 -2.125 -0.457
C 3.524 -0.729 -3.435 -1.287 0.653 0.890 0.573
S 3.027 0.785 -2.689 -0.433 -0.318 0.395 -0.572
N 2.983 -1.911 -3.284 0.565 -0.927 0.197 -0.957
N 2.190 -2.195 -2.115 -1.338 -1.477 -1.521 0.523
C 1.545 -3.375 -2.175 2.874 1.389 -1.037 -0.294
C 0.822 -4.067 -1.122 -2.350 0.793 0.131 0.255
C 0.722 -5.470 -1.233 0.820 1.848 0.465 -0.654
C -0.064 -6.139 -0.348 -0.459 -1.838 0.026 -0.754
C -0.950 -5.436 0.434 -1.210 -1.047 1.551 -0.219
C -1.169 -4.087 0.347 0.236 1.466 0.911 -0.830
C -0.190 -3.325 -0.333 0.813 -0.310 -1.952 0.591
O -0.236 -2.031 -0.508 -0.131 -0.329 0.609 0.358
H 4.646 0.400 -4.785 -0.420 -1.122 1.061 0.231
H 4.857 -1.300 -4.932 -0.614 0.806 1.062 0.250
H 1.713 -3.999 -3.110 0.060 0.839 1.037 0.182
H 1.386 -5.881 -1.952 0.292 -0.893 -0.470 0.424
H -0.180 -7.238 -0.274 0.629 0.704 -0.308 0.296
H -1.484 -6.069 1.185 -0.053 0.825 -0.824 0.276
H -2.007 -3.573 0.889 1.053 -0.534 -0.543 0.273
O -2.691 -0.353 -3.301 0.236 -0.050 0.428 -0.568
Cl -1.357 0.071 -3.497 2.449 0.752 0.540 1.693
O -1.154 0.723 -4.723 -0.665 1.087 -0.632 -0.640
O -0.844 0.974 -2.332 -1.743 -1.168 -1.667 -0.614
O -0.352 -1.022 -3.490 -0.924 -0.285 0.893 -0.691
C -3.355 -0.594 0.065 -0.507 1.403 -0.507 -1.207
C -2.506 0.034 1.227 1.259 -0.822 0.011 1.771
C -3.380 -0.133 2.485 0.241 2.457 -0.550 -1.906
C -1.945 1.488 1.128 -2.488 0.248 0.429 1.114
C -2.959 2.440 1.379 1.236 1.470 -1.059 -0.770
C -2.705 3.816 1.181 0.583 -1.554 1.391 -1.160
C -1.346 4.158 0.956 -2.594 1.900 -0.078 -0.265
C -0.360 3.302 0.632 -0.341 -1.955 1.185 -0.426
C 0.888 3.783 -0.005 2.026 0.466 -0.386 1.373
C 0.596 3.999 -1.516 -0.501 -3.154 -1.031 -1.242
C 1.557 5.134 0.382 -1.742 0.946 1.643 -1.752
C -0.643 1.908 0.881 0.787 -1.026 -0.869 -1.129
N 0.352 0.894 0.739 0.426 -0.094 -2.067 1.231
C 0.904 0.282 1.811 1.721 -0.499 -1.155 0.282
C 0.523 0.463 3.118 -0.180 1.253 1.899 -0.282
C 1.317 0.120 4.221 -0.822 -0.556 -1.160 -0.882
C 2.376 -0.761 3.989 -0.578 -0.414 1.884 -0.440
C 2.637 -1.294 2.733 -0.722 2.653 -1.433 -1.151
C 2.069 -0.571 1.657 -0.882 -0.525 0.567 0.237
F 2.535 -0.706 0.340 -0.516 -0.342 0.905 -0.143
H -3.734 0.136 -0.686 0.335 -0.070 0.578 0.209
H -4.269 -1.066 0.460 0.390 0.058 0.065 0.407
H -2.846 -1.326 -0.534 0.577 -0.398 -0.051 0.161
H -1.583 -0.578 1.326 -0.705 -0.013 0.082 -0.404
H -4.388 0.365 2.295 1.212 -0.844 0.630 0.484
H -2.830 0.333 3.306 -0.464 0.179 0.249 0.277
H -3.488 -1.140 2.730 -0.470 -1.767 0.214 0.615
H -3.878 2.054 1.768 -0.600 0.369 -0.342 0.263
H -3.499 4.549 1.378 0.629 -0.175 -0.059 0.346
H -1.083 5.203 1.028 -0.076 0.405 -0.483 0.374
H 1.624 3.023 0.356 -0.153 0.209 -1.420 0.148
H -0.479 4.180 -1.691 0.447 0.491 0.340 0.346
H 0.732 3.077 -2.152 0.069 0.522 0.724 0.017
H 1.212 4.723 -2.000 0.386 0.738 -0.044 0.487
H 1.293 5.309 1.444 0.584 0.102 -0.187 0.404
H 1.099 6.023 -0.139 0.496 -0.949 0.249 0.373
H 2.651 5.172 0.275 -0.475 -0.306 -0.189 0.339
H -0.329 1.118 3.281 -0.031 -0.090 0.052 0.360
H 0.927 0.448 5.195 0.760 -0.308 -0.297 0.362
H 2.910 -1.143 4.860 -0.039 -0.091 -0.282 0.322
H 3.329 -2.088 2.646 0.765 -0.435 -0.509 0.514
```
Forces are in eV/Å.

No. 2
Density functional theory data (wB97M-V/def2-TZVPD) for a 3-piece molecular cluster, C6H14N3O overall in a non-equilibrium geometry.

For the energy above the lowest of the compared OMol25 structures with the same formula, charge and spin, the calculation gives 268.81 kJ/mol. The value obtained for the LUMO energy is -3.422 eV. The value obtained for the HOMO energy is -0.5096 Ha. The calculation puts the maximum force at 4.7 eV/A. The net charge is +1.

The geometry in XYZ format:
```
24
Properties=species:S:1:pos:R:3:forces:R:3:mulliken_charge:R:1
C 0.760 -0.028 -2.350 -0.791 -1.744 -0.073 0.508
C -0.648 -0.128 2.072 -2.985 0.335 0.304 -0.415
C -0.538 1.215 1.309 0.470 1.189 -0.782 -0.894
C -1.179 -0.830 0.815 0.356 1.086 -2.090 -0.914
C -1.049 0.510 -0.011 0.829 0.801 2.786 1.229
C -2.535 -0.057 -1.562 -1.663 -0.165 -0.513 -0.747
N 0.863 -0.617 -3.390 0.082 -0.523 4.666 -0.345
N 0.585 0.170 -1.139 0.709 1.070 0.777 -0.266
N 3.051 0.859 -0.168 -1.759 -0.774 1.075 -0.855
O -1.858 1.090 -0.841 -1.087 -2.807 -0.624 -0.337
H 0.259 -0.446 2.463 1.646 -0.845 0.492 0.277
H -1.433 -0.232 2.901 1.194 0.689 -1.135 0.262
H -1.076 2.122 1.644 -0.809 -0.874 -0.288 0.331
H 0.442 1.729 1.280 0.032 -1.029 -0.291 0.181
H -0.658 -1.584 0.279 1.315 -0.763 0.133 0.418
H -2.154 -1.257 0.750 -1.149 0.262 0.678 0.384
H -3.445 -0.514 -1.061 1.257 1.093 0.223 0.284
H -1.841 -0.868 -1.726 0.465 0.041 0.087 0.344
H -2.934 0.215 -2.543 0.487 0.785 0.251 0.309
H 0.836 -0.417 -4.295 -0.003 1.360 -4.546 0.268
H 1.544 0.424 -0.645 -0.624 0.029 -0.262 0.227
H 3.515 -0.017 -0.030 0.851 -0.045 -0.570 0.262
H 3.351 1.525 -0.830 1.042 0.343 -0.708 0.243
H 2.922 1.269 0.734 0.136 0.485 0.410 0.246
```
Forces are in eV/Å.

These records have HOMO-LUMO gap values of 0.254; 0.384 Ha, in the order they appear.
These records have total energy values of -2599.249350; -476.158644 hartree, in the order they appear.